Formula: C35H48NO5Sm
Source: the Open Molecules 2025 dataset
Level of theory: the ωB97M-V functional and the def2-TZVPD basis

Each line ends with the Mulliken charge.
Atoms and positions in Å:
C (0.361, -0.244, -7.230)  3.60
C (0.144, -0.871, -5.868)  -1.82
C (-0.046, 1.233, -7.131)  -1.60
C (-0.869, 1.413, -5.788)  0.50
H (-0.674, 1.487, -7.993)  0.25
H (0.849, 1.869, -7.169)  0.25
C (-1.055, -0.152, -5.303)  1.00
H (1.013, -0.683, -5.229)  0.19
H (0.013, -1.955, -5.952)  0.65
C (-1.474, -0.779, -3.958)  -1.43
H (-1.902, -0.421, -5.961)  0.24
H (-1.888, 1.742, -6.075)  0.34
C (-0.321, 2.518, -5.016)  0.18
C (1.773, -0.475, -7.727)  -0.49
C (-0.436, -0.933, -8.338)  -0.48
O (-1.061, -0.359, -9.219)  -0.67
O (2.742, -0.667, -7.007)  -0.65
O (1.839, -0.512, -9.070)  -0.26
O (-0.372, -2.271, -8.289)  -0.27
C (-1.002, -2.867, -9.423)  -0.81
H (-0.859, -3.939, -9.311)  0.26
H (-0.521, -2.498, -10.335)  0.30
H (-2.067, -2.609, -9.448)  0.30
C (3.159, -0.759, -9.554)  -0.81
H (3.867, -0.042, -9.124)  0.30
H (3.089, -0.648, -10.634)  0.24
H (3.467, -1.777, -9.286)  0.32
O (-0.807, -0.580, -2.727)  -0.46
H (-1.381, -1.871, -4.136)  0.25
H (-2.538, -0.570, -3.783)  0.29
C (-1.241, 3.393, -4.259)  -1.26
C (1.129, 2.567, -4.737)  -1.14
H (1.686, 3.247, -5.410)  0.12
H (1.578, 1.569, -4.819)  0.10
H (1.324, 2.923, -3.714)  0.37
H (-0.778, 3.749, -3.325)  0.22
H (-2.148, 2.828, -3.979)  0.33
H (-1.567, 4.292, -4.820)  0.13
Sm (-0.490, 0.432, -1.008)  1.21
C (-2.480, 0.662, 0.965)  -0.62
C (-3.157, 0.385, -0.261)  -0.94
C (-2.763, -0.917, -0.694)  -0.44
H (-3.892, 1.028, -0.749)  0.39
C (-1.802, -1.429, 0.232)  -0.84
C (-1.642, -0.451, 1.258)  0.10
H (-1.027, -0.562, 2.149)  0.49
H (-2.635, 1.529, 1.609)  0.47
H (-3.178, -1.458, -1.545)  0.55
H (-1.311, -2.404, 0.192)  0.47
C (2.082, 1.133, -0.077)  -1.19
C (1.615, 0.009, 0.666)  0.09
C (1.446, -1.093, -0.236)  -0.55
H (1.477, -0.036, 1.746)  0.52
C (1.799, -0.636, -1.548)  -0.78
C (2.177, 0.743, -1.454)  -0.49
H (2.558, 1.350, -2.273)  0.58
H (2.392, 2.090, 0.339)  0.45
H (1.156, -2.103, 0.040)  0.61
H (1.794, -1.231, -2.462)  0.47
C (-0.444, 2.346, 7.736)  -1.70
C (-0.320, 2.177, 6.245)  0.41
C (-0.475, 3.298, 5.425)  -0.62
C (-0.350, 3.194, 4.032)  0.97
C (-0.522, 4.415, 3.171)  -1.74
C (-0.038, 1.966, 3.479)  0.02
C (0.135, 0.769, 4.266)  0.48
C (-0.027, 0.942, 5.683)  -0.42
N (0.420, -0.375, 3.637)  -0.53
C (0.655, -1.679, 4.288)  1.41
C (1.855, -1.627, 5.225)  -1.75
C (-0.576, -2.194, 5.025)  -1.66
C (0.975, -2.690, 3.189)  -1.65
H (0.404, 2.919, 8.136)  0.29
H (-1.355, 2.899, 7.995)  0.35
H (-0.469, 1.377, 8.244)  0.34
H (-0.687, 4.267, 5.883)  0.25
H (-1.435, 4.964, 3.435)  0.37
H (0.319, 5.113, 3.293)  0.34
H (-0.578, 4.136, 2.113)  0.22
H (0.105, 1.888, 2.395)  0.23
H (0.093, 0.079, 6.341)  0.04
H (1.700, -0.943, 6.062)  0.29
H (2.047, -2.628, 5.629)  0.47
H (2.742, -1.294, 4.676)  0.36
H (-1.422, -2.288, 4.333)  0.30
H (-0.360, -3.185, 5.442)  0.49
H (-0.884, -1.540, 5.845)  0.29
H (0.140, -2.799, 2.487)  0.17
H (1.861, -2.388, 2.619)  0.31
H (1.173, -3.670, 3.642)  0.56

As for the multiplicity: 6. Its charge is -2. As for the total energy: -2451.29314 a.u. The calculation puts the HOMO energy (alpha / beta) at 1.0168 / 1.0114 eV. As for the expectation value of S²: 8.77. For the HOMO-LUMO gap (alpha / beta), the calculation gives 2.823 / 2.828 eV. Its strongest force on any atom is 2.38 eV/Å.